Density functional theory data (ωB97M-V/def2-TZVPD) for a cluster of 3 separate species, C4H11NO2 in total at a distorted geometry.

Each line ends with the natural charge from an NBO analysis.
Element x y z (Å)
C (-0.11582, -1.47565, 1.70355)  -0.67
C (-0.19971, -0.99514, 0.24598)  0.15
C (0.32305, -1.75451, -0.70981)  -0.46
C (-2.16027, -0.09982, -0.46986)  -0.02
N (-0.97702, 0.14158, -0.09314)  -0.44
H (0.83726, -1.98122, 1.79995)  0.22
H (-0.05075, -0.61333, 2.35689)  0.25
H (-0.94173, -2.14702, 1.85322)  0.22
H (0.05508, -1.62263, -1.75806)  0.20
H (0.88103, -2.65598, -0.50163)  0.21
H (-2.61552, 0.63855, -1.11217)  0.18
H (-2.56824, -1.10917, -0.38692)  0.16
H (1.20040, 1.10670, 1.53585)  0.47
H (-0.29062, 1.47600, 1.51330)  0.48
O (0.50047, 1.49425, 2.06688)  -0.95
H (1.71985, 3.50666, -2.02892)  0.47
H (2.14338, 2.60135, -3.18397)  0.47
O (2.25916, 3.48939, -2.83115)  -0.94

* SMILES: C=NC(=C)C.O.O
* energy above the lowest of the compared OMol25 structures with the same formula, charge and spin: 59.6 kcal per mole
* highest occupied orbital energy: -0.3464 Eh
* DFT total energy: -364.17321 a.u.
* spin multiplicity: 1


Density functional theory data (ωB97M-V/def2-TZVPD) for a cluster of 2 separate species, C3H6N2O2 in total at a distorted geometry.

Each line ends with the natural charge from an NBO analysis.
Element x y z (Å)
C (-2.33790, 0.83225, -0.06924)  0.17
C (0.90862, 0.45963, -0.12663)  0.12
C (-2.81975, -0.31184, 0.24670)  -0.77
N (1.63697, 1.68009, 0.10408)  -0.83
N (1.47835, -0.67972, -0.02882)  0.31
O (0.48491, -1.74708, -0.20365)  -0.60
O (2.64971, -0.91632, 0.08517)  -0.51
H (-0.22705, 0.58401, -0.01848)  0.21
H (-3.63565, -0.30003, -0.52188)  0.32
H (-2.82952, -1.21853, 0.85564)  0.30
H (1.05368, -2.59876, -0.01597)  0.48
H (1.02273, 2.44539, 0.00603)  0.39
H (2.61488, 1.77091, -0.31295)  0.41

* energy above the lowest of the compared OMol25 structures with the same formula, charge and spin: 215.5 kcal per mole
* highest occupied orbital energy: -0.2939 Eh
* DFT total energy: -377.61590 a.u.
* spin multiplicity: 1


Density functional theory data (ωB97M-V/def2-TZVPD) for a structure of composition C9H21O12V at a distorted geometry.

Each line ends with the natural charge from an NBO analysis.
Element x y z (Å)
V (-0.01291, -0.82149, -0.13744)  1.51
O (-1.24163, -0.46102, 1.34587)  -1.08
H (-2.13399, -0.41640, 1.62325)  0.46
O (-0.25089, -2.77591, -0.09703)  -1.08
H (-0.26612, -3.71398, -0.12814)  0.48
O (1.14999, -0.58554, -1.69885)  -1.08
H (1.98770, -0.39240, -2.08430)  0.46
C (-0.89346, 2.72629, -2.33138)  -0.27
O (-0.76736, 3.24227, -1.03557)  -0.48
C (-0.34018, 2.46684, -0.06982)  1.04
O (0.07458, 1.35812, -0.21049)  -0.63
O (-0.48215, 3.12045, 1.06549)  -0.48
C (-0.19868, 2.36930, 2.23817)  -0.29
H (-1.11153, 1.65915, -2.38661)  0.21
H (0.01631, 2.88957, -2.91731)  0.19
H (-1.67488, 3.25351, -2.87813)  0.19
H (-0.98892, 2.52472, 2.96409)  0.19
H (0.75253, 2.63212, 2.71461)  0.17
H (-0.05435, 1.30988, 2.02265)  0.25
C (-4.21240, -0.28439, 0.09529)  -0.26
O (-4.13545, -0.55138, -1.31635)  -0.49
C (-2.91646, -0.69460, -1.85472)  1.03
O (-1.82504, -0.49616, -1.37193)  -0.64
O (-3.09795, -1.19039, -3.05463)  -0.48
C (-2.00924, -1.35434, -3.94636)  -0.26
H (-3.83759, -1.14826, 0.63256)  0.20
H (-5.24289, -0.03570, 0.32444)  0.20
H (-3.61663, 0.61200, 0.27189)  0.20
H (-1.44442, -0.41696, -3.98247)  0.19
H (-2.40620, -1.50173, -4.94695)  0.20
H (-1.35708, -2.16860, -3.63580)  0.21
C (4.04420, -1.06977, 0.17562)  -0.27
O (3.85829, -0.72452, 1.53093)  -0.50
C (2.62299, -0.73591, 1.97244)  1.03
O (1.64770, -0.82201, 1.28566)  -0.61
O (2.51499, -0.65692, 3.27403)  -0.48
C (3.64496, -0.80320, 4.12086)  -0.26
H (3.91899, -2.15008, 0.04978)  0.19
H (5.06628, -0.87955, -0.14445)  0.20
H (3.37058, -0.64125, -0.56050)  0.22
H (3.85936, -1.87568, 4.16239)  0.19
H (3.46107, -0.52025, 5.15371)  0.21
H (4.52787, -0.27582, 3.76550)  0.20

* energy above the lowest of the compared OMol25 structures with the same formula, charge and spin: 25.4 kcal per mole
* highest occupied orbital energy (alpha / beta): -0.2870 / -0.3035 Eh
* DFT total energy: -2202.44401 a.u.
* <S²>: 2.01
* spin multiplicity: 3


Density functional theory data (ωB97M-V/def2-TZVPD) for a structure of composition C15H19N5OS4Ti.

Each line ends with the natural charge from an NBO analysis.
Element x y z (Å)
Ti (1.01042, 0.77794, -0.84077)  1.01
O (-3.33101, 2.51633, -3.54794)  -0.46
C (-2.20188, 2.47292, -3.19930)  0.23
S (-1.56995, 3.32660, -1.74834)  0.38
C (0.05430, 2.69676, -1.84158)  -0.44
C (0.33650, 1.83822, -2.89748)  -0.40
S (1.77288, 0.87236, -2.96676)  0.20
S (-0.92900, 1.54666, -4.05372)  0.42
S (1.11494, 3.02790, -0.51452)  0.15
N (1.59436, -1.00925, 0.56768)  -0.82
C (2.88407, -0.40622, 0.75178)  0.36
C (3.84220, -0.70465, 1.69202)  -0.24
C (5.02584, 0.01981, 1.63107)  -0.08
C (5.20193, 0.99022, 0.64858)  -0.22
C (4.17771, 1.23538, -0.24047)  0.10
N (3.02867, 0.54383, -0.17199)  -0.50
H (1.13877, -1.26074, 1.43872)  0.42
H (1.67460, -1.85749, 0.00982)  0.42
H (3.68958, -1.48041, 2.42977)  0.26
H (5.81375, -0.18242, 2.34478)  0.26
H (6.11984, 1.55576, 0.57828)  0.27
H (4.24860, 1.99050, -1.01170)  0.24
C (-2.75733, 0.43772, 2.43582)  -0.44
C (-1.27925, 0.77319, 2.33371)  -0.22
N (-0.90002, 0.82791, 0.90559)  -0.64
C (-1.35911, -0.23449, 0.10943)  0.66
N (-0.73699, -0.28482, -1.05209)  -0.63
C (-1.15129, -1.32466, -2.00797)  -0.23
C (-1.49724, -2.59882, -1.25380)  -0.43
C (-2.57573, -2.30598, -0.22916)  -0.21
N (-2.24760, -1.10059, 0.55367)  -0.37
C (-3.00795, -0.92002, 1.80589)  -0.21
H (-3.33867, 1.21009, 1.92716)  0.23
H (-3.07924, 0.41747, 3.47582)  0.26
H (-0.67265, 0.01334, 2.83211)  0.20
H (-1.03820, 1.73627, 2.77650)  0.24
H (-1.21754, 1.70665, 0.49993)  0.43
H (-0.34638, -1.47740, -2.72365)  0.23
H (-2.01979, -0.96797, -2.56666)  0.23
H (-0.60641, -2.99340, -0.75687)  0.20
H (-1.85316, -3.36600, -1.93944)  0.26
H (-2.69075, -3.13016, 0.47483)  0.23
H (-3.54241, -2.14563, -0.71107)  0.23
H (-2.71607, -1.72573, 2.48324)  0.22
H (-4.06333, -1.05694, 1.56904)  0.24

* energy above the lowest of the compared OMol25 structures with the same formula, charge and spin: 0.0 kcal per mole
* highest occupied orbital energy: -0.5437 Eh
* DFT total energy: -3373.85137 a.u.
* total charge: +2
* spin multiplicity: 1